1.
# C5H15N2S

2 unconnected molecules or ions with the total composition C5H15N2S (ωB97M-V/def2-TZVPD, the Open Molecules 2025 dataset).

CARTESIAN COORDINATES (ANGSTROEM)
N  1.143  1.473  -0.119
H  3.263  1.401  0.405
H  1.181  -0.674  1.336
H  3.025  -1.791  2.145
H  -2.757  -1.305  -1.722
S  -1.396  -0.497  0.049
H  -2.610  0.443  -1.769
C  2.331  0.870  0.511
H  -2.391  0.425  1.959
C  2.160  -0.216  1.271
H  0.286  0.847  -0.018
C  -0.909  -0.667  -2.665
H  -3.577  0.319  0.662
H  -2.354  1.641  0.673
H  -0.227  0.182  -2.578
H  4.087  -0.532  1.851
H  -1.258  -0.724  -3.693
C  -2.560  0.598  0.897
N  3.134  -0.786  2.054
H  0.914  2.376  0.296
C  -2.046  -0.483  -1.684
H  1.249  1.556  -1.135
H  -0.357  -1.580  -2.446

Energy in hartree: -706.9491
Kohn-Sham gap in eV: 9.73
Total charge: +1
E_HOMO in eV: -12.7


2.
# C5H15N2S

A gas-phase ion, C5H15N2S (charge +1) at a distorted geometry (ωB97M-V/def2-TZVPD, the Open Molecules 2025 dataset).

CARTESIAN COORDINATES (ANGSTROEM)
H  -3.071  0.529  3.052
H  -2.761  -0.576  -0.861
H  -3.156  1.586  -0.171
H  2.078  -1.476  0.751
N  0.284  0.089  0.202
H  1.949  1.595  0.472
H  -4.148  0.555  0.598
S  -2.377  1.319  2.291
H  -1.978  -1.083  0.611
C  -0.883  0.470  -0.623
C  -2.163  -0.260  -0.064
H  3.458  -0.354  0.828
H  -0.675  0.029  -1.568
H  -0.105  0.394  1.117
H  2.890  -0.767  -1.919
C  1.681  0.584  -0.080
C  -3.110  0.743  0.590
N  2.860  -1.396  -1.147
C  2.593  -0.690  0.261
H  1.665  1.069  -1.112
H  2.089  -2.112  -1.253
H  3.781  -1.862  -1.194
H  -0.900  1.612  -0.783

SMILES string: [NH3+]CCNCCCS
Energy in hartree: -706.8739
Kohn-Sham gap in eV: 8.06
Total charge: +1
E_HOMO in eV: -11.7


3.
# C5H15N3

C5H15N3 in the gas phase at a distorted geometry (ωB97M-V/def2-TZVPD, the Open Molecules 2025 dataset).

CARTESIAN COORDINATES (ANGSTROEM)
C  0.670  -0.306  0.675
C  0.661  -1.158  1.962
N  2.021  -0.217  0.126
H  -0.480  1.218  1.643
H  -2.167  -1.550  -0.574
H  -1.349  -0.884  -1.857
C  2.007  -0.211  -1.342
H  1.582  -1.186  -1.678
H  1.477  -0.832  2.622
H  2.967  -0.210  -1.853
H  2.552  -1.030  0.421
C  -0.037  1.056  0.649
C  -2.210  0.552  -0.455
N  -1.059  1.406  -0.313
H  0.799  1.773  0.592
H  -0.779  1.881  -1.150
N  -2.053  -0.738  -1.157
H  1.043  -2.135  1.662
H  -2.660  0.424  0.537
H  -3.038  1.001  -1.003
H  -0.266  -1.220  2.514
H  1.254  0.529  -1.663
H  -0.033  -0.968  0.104

SMILES string: CN[C@@H](C)CNCN
Energy in hartree: -363.7136
Kohn-Sham gap in eV: 9.21
Total charge: 0
E_HOMO in eV: -8.2


4.
# C5H15N3

2 unconnected molecules or ions with the total composition C5H15N3 (ωB97M-V/def2-TZVPD, the Open Molecules 2025 dataset).

CARTESIAN COORDINATES (ANGSTROEM)
H  -2.240  1.689  -1.642
H  0.151  -0.179  -1.628
H  -1.831  -0.793  -0.144
N  -2.085  0.188  -0.201
H  2.823  -0.536  0.084
C  -0.330  -0.723  3.218
C  -0.305  0.809  -1.769
H  -0.298  0.725  -3.816
H  -2.235  0.067  -2.339
H  -0.966  0.020  2.730
N  0.798  -1.059  2.771
H  0.414  -0.400  0.806
H  1.432  0.655  1.749
C  2.461  -1.071  0.964
H  0.116  1.473  -1.010
N  -0.040  1.382  -3.090
H  -3.080  0.228  -0.015
C  1.228  -0.398  1.534
H  -0.666  -1.158  4.157
C  -1.802  0.697  -1.549
H  0.947  1.577  -3.198
H  3.254  -1.092  1.712
H  2.254  -2.102  0.676

SMILES string: C=NCC.NCCN
Energy in hartree: -363.7290
Kohn-Sham gap in eV: 10.28
Total charge: 0
E_HOMO in eV: -9.3


5.
# C5H15N3

3 unconnected molecules or ions with the total composition C5H15N3 (ωB97M-V/def2-TZVPD, the Open Molecules 2025 dataset).

CARTESIAN COORDINATES (ANGSTROEM)
N  0.291  2.668  -1.002
H  1.187  3.131  -1.102
H  1.495  0.302  -2.232
H  -1.103  -2.321  2.423
C  -0.318  -1.927  0.500
N  -0.890  1.328  0.450
C  1.492  1.529  0.881
H  -1.810  -1.410  -0.944
H  -2.372  -2.558  0.295
H  1.527  2.286  1.672
H  0.648  -1.747  2.368
C  -0.255  -2.000  1.826
H  -1.674  1.494  -0.165
C  -1.522  -2.264  -0.323
N  0.516  0.374  -1.950
H  -0.900  0.441  0.935
H  -1.297  -3.082  -1.013
H  0.208  1.896  -1.872
H  0.539  -1.574  -0.069
C  0.300  1.778  0.011
H  1.434  0.547  1.350
H  0.094  -0.471  -2.338
H  2.409  1.579  0.299

Energy in hartree: -363.6747
Kohn-Sham gap in eV: 8.31
Total charge: 0
E_HOMO in eV: -7.4


6.
# C5H15N3

C5H15N3 in the gas phase at a distorted geometry (ωB97M-V/def2-TZVPD, the Open Molecules 2025 dataset).

CARTESIAN COORDINATES (ANGSTROEM)
H  0.504  -1.797  1.263
H  -0.781  -1.958  -1.172
H  1.195  0.617  2.234
N  -1.454  1.424  -0.355
C  1.300  0.544  -1.164
H  -0.984  -0.814  1.926
H  1.205  -2.023  -0.333
C  0.569  0.021  0.061
H  -1.207  -0.506  -2.105
H  2.111  -1.180  0.936
H  -2.333  -1.198  -0.932
N  0.943  1.112  1.381
H  0.983  1.553  -1.419
H  -1.174  1.660  -1.297
H  2.363  0.595  -0.938
N  -1.452  -0.075  1.396
H  -1.244  2.185  0.279
C  1.124  -1.328  0.502
H  1.167  -0.109  -2.026
H  1.734  1.738  1.248
C  -1.285  -0.997  -1.140
H  -2.365  0.336  1.536
C  -0.917  0.200  0.120

SMILES string: CC(C)(N)C(C)(N)N
Energy in hartree: -363.7097
Kohn-Sham gap in eV: 8.93
Total charge: 0
E_HOMO in eV: -8.0


7.
# C5H15N3

C5H15N3 in the gas phase at a distorted geometry (ωB97M-V/def2-TZVPD, the Open Molecules 2025 dataset).

CARTESIAN COORDINATES (ANGSTROEM)
H  1.222  -1.104  -1.257
H  -0.892  -0.247  2.533
H  -2.481  -0.800  0.551
H  -3.394  1.357  -0.696
H  3.355  0.662  -1.917
H  -4.312  0.108  -0.699
N  -3.465  0.433  -1.141
H  2.039  1.213  0.598
C  -2.372  -0.397  -0.510
C  0.003  -0.384  1.876
C  1.976  0.724  -0.327
H  0.559  0.712  2.145
H  3.849  1.646  -0.715
N  3.368  0.722  -0.917
C  1.354  -0.664  -0.272
H  -2.320  -1.419  -1.039
H  1.931  -1.410  0.238
C  -0.102  -0.775  0.388
H  -0.926  1.040  -0.220
H  0.626  -1.139  2.473
H  1.312  1.567  -0.891
H  -0.361  -1.868  0.334
N  -0.967  0.019  -0.536

SMILES string: C[C@H](CCN)NCN
Energy in hartree: -363.6874
Kohn-Sham gap in eV: 9.52
Total charge: 0
E_HOMO in eV: -8.6


8.
# C5H15N3

A gas-phase ion, C5H15N3 (charge +2) at a distorted geometry (ωB97M-V/def2-TZVPD, the Open Molecules 2025 dataset).

CARTESIAN COORDINATES (ANGSTROEM)
H  3.546  -0.363  -2.214
C  2.397  -1.120  -0.587
H  1.888  0.906  -0.244
C  1.346  0.031  -0.626
H  1.175  0.153  -1.699
H  3.844  -2.019  -1.939
C  0.124  -0.201  0.240
N  -4.213  0.675  1.497
N  3.162  -1.264  -1.932
H  2.525  -1.469  -2.707
H  2.040  -2.130  -0.406
H  -4.467  -0.252  1.819
H  -0.022  1.759  1.072
N  -1.867  0.701  1.418
H  -0.509  -0.943  -0.256
H  -1.133  1.424  -0.374
C  -0.693  1.072  0.560
H  3.245  -0.897  0.055
H  -5.013  1.272  1.363
H  0.516  -0.488  1.222
H  -3.057  2.228  0.865
C  -3.068  1.178  1.141
H  -1.765  -0.254  1.734

SMILES string: [NH2+]=CNCCCC[NH3+]
Energy in hartree: -363.1901
Kohn-Sham gap in eV: 11.75
Total charge: +2
E_HOMO in eV: -18.0


9.
# C5H15N3O

A molecular structure, C5H15N3O at a distorted geometry (ωB97M-V/def2-TZVPD, the Open Molecules 2025 dataset).

CARTESIAN COORDINATES (ANGSTROEM)
O  0.726  0.046  1.928
H  1.804  2.251  0.877
H  -2.060  -0.631  -2.324
N  1.599  -0.725  1.360
H  0.939  1.886  -0.612
H  -2.719  0.729  -1.401
H  3.154  -2.206  0.405
H  -0.201  -0.569  -0.564
C  -0.174  1.498  1.187
C  -1.932  -1.228  0.340
H  3.247  -1.236  -1.093
C  0.829  2.277  0.398
N  1.610  -0.787  0.107
H  -1.128  0.872  -2.169
H  -2.884  -0.784  0.642
C  2.573  -1.747  -0.399
H  0.482  3.312  0.331
H  2.045  -2.521  -0.961
H  -1.174  1.485  0.772
C  -1.798  0.191  -1.642
H  -0.246  1.770  2.233
N  -1.166  -0.259  -0.421
H  -1.370  -1.484  1.237
H  -2.155  -2.141  -0.231

Energy in hartree: -438.8365
Kohn-Sham gap in eV: 9.01
Total charge: 0
E_HOMO in eV: -8.2


10.
# C5H15N3O

A gas-phase ion, C5H15N3O (charge +2) at a distorted geometry (ωB97M-V/def2-TZVPD, the Open Molecules 2025 dataset).

CARTESIAN COORDINATES (ANGSTROEM)
H  0.924  -0.616  -2.226
H  1.875  0.304  1.729
C  1.102  -0.152  -0.248
H  -0.914  2.105  0.970
N  1.389  -0.040  -1.521
H  2.221  0.429  -1.826
H  -0.282  -2.568  -0.867
O  3.203  0.670  0.269
H  -1.565  -1.314  -1.580
H  -1.662  -1.029  1.480
H  -0.452  -0.041  2.347
H  -2.227  0.431  0.028
H  -0.024  2.178  -0.594
C  -0.658  -0.781  1.568
H  -0.017  -1.578  1.806
C  -1.061  -1.769  -0.674
H  -1.661  2.619  -0.485
N  -1.311  0.576  -0.425
C  -0.920  1.982  -0.094
H  -1.466  0.255  -1.375
C  -0.403  -0.463  0.088
H  3.728  0.960  1.073
N  1.979  0.176  0.679
H  -1.798  -2.333  -0.120

SMILES string: C[NH2+]C(C)(C)/C(N)=[NH+]/O
Energy in hartree: -438.2963
Kohn-Sham gap in eV: 11.00
Total charge: +2
E_HOMO in eV: -18.8


11.
# C5H15N4O2Pt

A molecular structure, C5H15N4O2Pt (ωB97M-V/def2-TZVPD, the Open Molecules 2025 dataset).

CARTESIAN COORDINATES (ANGSTROEM)
H  0.453  0.997  4.361
H  -0.271  -0.793  3.007
H  -1.295  0.447  2.829
Pt  -0.051  -0.316  0.619
C  -0.081  -3.067  0.314
C  0.535  2.476  2.781
H  1.654  -0.856  -1.235
H  0.641  1.616  -0.959
N  -0.347  0.145  2.611
H  1.101  -3.225  -1.377
C  1.913  2.032  0.647
H  2.496  2.583  -0.090
N  0.606  1.598  0.055
H  -0.432  2.597  2.280
H  1.620  0.616  3.107
H  0.184  -1.125  -1.941
H  -0.086  2.302  0.296
H  1.422  3.935  1.505
O  -0.203  -4.246  0.457
N  0.713  -1.206  -1.073
C  0.632  1.041  3.287
H  2.467  1.132  0.908
H  0.491  3.162  3.626
C  1.665  2.929  1.856
N  0.830  -2.568  -0.660
O  -0.705  -2.126  1.000
H  2.601  3.020  2.409

Energy in hartree: -688.1368
Kohn-Sham gap in eV: 9.81
Total charge: +1
E_HOMO in eV: -13.0


12.
# C5H15NO

2 unconnected molecules or ions with the total composition C5H15NO at a distorted geometry (ωB97M-V/def2-TZVPD, the Open Molecules 2025 dataset).

CARTESIAN COORDINATES (ANGSTROEM)
H  -0.360  2.926  1.234
H  -1.036  -0.833  -2.460
H  2.266  0.528  -0.114
C  1.719  1.007  0.692
H  -1.760  1.801  1.150
H  1.062  -1.669  -0.867
H  0.404  -1.639  1.818
H  -0.085  -3.166  1.126
H  0.022  0.282  1.895
H  1.772  2.099  0.285
H  2.234  0.905  1.576
C  -0.799  2.022  0.643
H  -1.229  -1.873  1.101
H  -1.108  2.293  -0.380
H  -0.014  0.374  -1.072
N  -0.363  -0.146  -0.214
C  0.091  -1.622  -0.429
C  0.184  0.670  0.825
C  -0.205  -2.154  0.963
H  -1.142  0.519  -3.284
H  -0.750  -1.934  -1.187
O  -0.906  -0.392  -3.299

Energy in hartree: -329.3676
<S²>: 0.75
2S+1: 2
Kohn-Sham gap (alpha / beta) in eV: 2.57 / 9.22
Total charge: -1
E_HOMO (alpha / beta) in eV: 1.3 / -5.4